[1]
Below is a 5-piece molecular cluster, C36H64Br2NO11PS4 overall, with properties calculated with ωB97M-V/def2-TZVPD.

Geometry as XYZ:
```
119
C36H64Br2NO11PS4 | the OMol25 dataset | ωB97M-V/def2-TZVPD
Br -0.393 -1.127 1.554
Br -1.386 2.672 3.869
S -5.378 1.045 4.289
S -1.490 -3.761 6.806
S -3.042 6.580 -6.008
S 3.491 -3.505 -5.414
P 2.232 5.084 -3.063
O 4.034 -0.416 3.451
O 2.470 6.419 -3.591
O -5.167 1.729 2.989
O -3.904 5.558 -5.359
O 3.050 3.972 -0.194
O -1.475 -2.811 5.662
O -0.669 5.654 -2.250
O 2.986 -4.538 -4.474
O 3.558 4.225 -2.925
O 3.708 0.788 5.288
O 1.250 4.145 -3.919
N 1.463 5.009 -1.549
C 4.479 0.363 4.478
C 0.374 -3.264 -2.788
C 1.327 -3.194 -1.575
C -1.577 6.762 -4.991
C -2.957 0.418 -1.763
C -2.345 -2.932 8.149
C 5.076 -4.105 -6.008
C 0.643 2.237 0.791
C 1.931 -4.187 0.705
C -1.128 -0.126 4.425
C 3.333 -0.401 1.144
C 0.009 4.914 -1.604
C -5.269 -0.719 3.965
C 4.436 -0.004 2.125
C 1.875 1.687 1.451
C 3.447 -4.327 0.586
C 1.192 -4.374 -0.618
C -3.231 0.256 -0.273
C -7.145 1.077 4.609
C -0.641 1.715 1.024
C -0.391 3.794 -0.740
C 5.968 0.602 4.527
C -1.773 2.198 0.344
C 0.731 3.283 -0.114
C -2.783 -4.960 6.463
C -1.233 -1.432 -1.968
C 2.606 -3.729 -6.960
C -3.125 1.565 0.529
C -1.053 0.894 3.333
C -0.768 0.659 2.054
C -0.290 -1.927 -3.089
C 2.676 0.793 0.469
C 1.911 4.050 -0.558
C -1.639 3.271 -0.528
C -2.599 -0.901 -2.453
C -2.216 5.759 -7.378
H -0.373 -4.051 -2.662
H 1.590 -5.269 -1.104
H -0.744 -0.616 -1.429
H -2.119 1.094 -1.948
H 2.595 -1.012 1.657
H -1.790 -0.946 4.148
H 6.172 1.574 4.075
H -4.254 -0.120 -0.173
H -5.930 -0.977 3.138
H -1.874 7.217 -4.051
H -2.503 3.669 -1.042
H 0.490 -1.175 -3.251
H -3.836 0.873 -2.226
H 4.546 1.083 2.125
H -7.426 2.113 4.788
H -3.301 -2.550 7.789
H -3.707 -4.435 6.221
H 3.872 -3.586 -0.091
H 0.980 -3.557 -3.648
H -1.741 4.848 -7.014
H 1.579 -4.946 1.410
H 3.725 -5.331 0.265
H -3.252 1.359 1.592
H -3.914 2.253 0.232
H -7.678 0.694 3.738
H 2.347 -3.180 -1.967
H 3.430 3.306 -2.662
H 3.410 1.393 -0.072
H 2.495 2.534 1.745
H -0.851 -1.973 -4.027
H 5.767 -4.090 -5.168
H -7.366 0.478 5.492
H 5.387 -0.472 1.868
H 5.443 -3.449 -6.798
H 1.571 -3.443 -6.789
H 0.134 -4.557 -0.409
H -2.493 -3.631 8.972
H 3.044 -3.088 -7.726
H 1.697 -3.223 1.160
H -1.479 6.433 -7.813
H -5.542 -1.271 4.866
H 1.179 -2.251 -1.038
H 3.910 -4.171 1.564
H -2.588 -0.494 0.189
H -0.861 7.406 -5.501
H -0.147 -0.559 4.624
H 1.713 3.842 -4.711
H -4.237 -0.940 3.699
H -2.919 -5.605 7.330
H 1.606 1.094 2.321
H -3.394 -1.633 -2.295
H 6.303 0.592 5.559
H 1.983 0.406 -0.286
H 3.769 -1.031 0.364
H -1.716 -2.107 8.477
H -1.503 0.307 5.348
H 4.959 -5.124 -6.375
H -2.545 -0.706 -3.527
H -2.460 -5.553 5.610
H -1.379 -2.248 -1.256
H 6.498 -0.148 3.944
H 2.658 -4.777 -7.256
H -2.973 5.512 -8.120
H -1.142 5.783 -4.797
```

The value obtained for the HOMO energy is -8.46 eV. The HOMO-LUMO gap comes out at 8.073 eV.



[2]
Below is C36H65AlBr2N7OS as an isolated structure, with properties calculated with ωB97M-V/def2-TZVPD.

Geometry as XYZ:
```
113
C36H65AlBr2N7OS | the OMol25 dataset | ωB97M-V/def2-TZVPD
Br -0.871 4.573 2.119
Br 0.316 5.960 -0.654
S -3.202 1.354 -1.150
Al -1.639 1.599 0.518
O -2.562 1.496 2.128
N 0.866 -0.737 -3.034
N 1.638 9.050 3.485
N -3.925 -5.394 0.485
N 0.984 11.763 -2.647
N 3.337 -5.351 -4.832
N 0.357 -4.054 1.598
N -2.883 -3.112 -3.009
C 3.913 1.534 -3.641
C -1.965 -3.678 -3.400
C -0.384 3.323 -2.105
C -0.783 -4.401 -3.870
C -3.190 -0.950 1.864
C -6.328 -3.722 2.388
C -2.183 -2.171 1.554
C 5.460 8.579 3.598
C 1.887 0.718 -4.951
C 1.034 11.554 -1.518
C 2.939 -4.603 -2.357
C 3.478 7.585 2.342
C -0.630 9.412 -0.045
C -6.264 -4.782 3.481
C 0.159 -6.001 4.491
C 3.412 0.793 -4.876
C -2.490 0.205 2.726
C 1.096 11.289 -0.077
C 4.610 -6.210 -1.300
C 1.317 -0.101 -3.879
C -0.886 3.530 0.425
C 0.802 9.826 0.262
C -1.115 -5.815 -4.349
C 0.409 -4.271 2.724
C -1.591 -6.729 -3.227
C -0.039 0.349 0.355
C -4.947 -4.919 0.702
C 4.193 -4.757 -1.495
C -6.250 -4.308 0.978
C -2.198 -2.529 0.011
C 3.162 -5.020 -3.745
C 2.447 8.404 2.983
C -1.279 -6.395 4.174
C 0.466 -4.540 4.162
C 4.668 7.320 3.265
C -0.389 4.107 -0.735
H 2.114 -5.176 -1.924
H -2.529 -3.098 2.118
H -3.097 0.269 3.692
H 3.842 -0.213 -4.892
H -0.335 -3.844 -4.698
H 3.780 1.312 -5.766
H -6.382 -4.318 4.463
H 0.161 2.345 -2.010
H -4.030 -1.413 2.480
H 3.636 1.012 -2.722
H -1.758 -7.739 -3.609
H -0.848 -6.789 -2.427
H -1.988 -5.753 4.704
H -5.525 -2.997 2.540
H 6.329 8.326 4.209
H 0.842 -6.662 3.950
H -7.059 -5.522 3.359
H 1.490 9.167 -0.278
H -1.877 -5.779 -5.134
H 3.800 -6.795 -0.857
H -1.173 -1.872 1.944
H 3.504 2.547 -3.598
H 5.024 -4.198 -1.934
H -5.304 -5.305 3.474
H -3.676 -0.544 0.934
H 0.158 -0.304 1.251
H -1.465 3.189 -2.412
H 0.396 11.942 0.450
H 4.329 6.851 4.192
H -1.438 -0.078 3.066
H -0.844 9.471 -1.116
H -0.035 -4.441 -3.074
H 0.984 9.672 1.328
H 2.097 11.542 0.283
H 5.002 1.611 -3.664
H 0.131 4.003 -2.857
H 4.892 -6.676 -2.248
H -1.716 -1.723 -0.626
H -0.217 -6.250 -4.796
H -0.230 -3.882 4.690
H -1.346 10.047 0.484
H 3.817 8.070 1.422
H 1.460 1.724 -4.916
H 4.856 9.294 4.160
H -1.463 -7.427 4.480
H -7.043 -5.046 0.834
H -2.531 -6.377 -2.795
H -0.793 8.380 0.271
H -1.487 -6.324 3.104
H 3.035 6.629 2.049
H -6.425 -3.509 0.252
H -1.593 -3.465 -0.132
H -7.272 -3.178 2.487
H 5.472 -6.267 -0.632
H 0.898 0.991 0.225
H -0.132 -0.245 -0.628
H 1.468 -4.296 4.526
H 1.600 0.286 -5.914
H -3.269 -2.627 -0.320
H 2.631 -3.553 -2.350
H 3.996 -4.317 -0.514
H -3.313 0.032 -1.520
H 5.337 6.607 2.773
H 5.818 9.069 2.689
H 0.337 -6.163 5.559
```

The value obtained for the HOMO energy is -5.14 eV. Its charge is -1. The HOMO-LUMO gap comes out at 7.274 eV.



[3]
Below is C36H65Cl2F2MgN6O12PS as an isolated structure, with properties calculated with ωB97M-V/def2-TZVPD.

Geometry as XYZ:
```
126
C36H65Cl2F2MgN6O12PS | the OMol25 dataset | ωB97M-V/def2-TZVPD
Cl 1.526 -4.159 1.856
Cl 4.129 -4.720 3.129
S 3.047 -6.147 -2.484
P -2.130 0.021 5.042
Mg -3.102 0.055 7.263
F 4.219 1.549 0.206
F -1.037 -2.320 2.299
O 1.000 1.645 3.813
O 4.016 4.073 -7.109
O 2.902 -0.952 7.560
O 2.380 -6.207 -1.218
O -3.699 0.706 5.488
O 2.043 5.036 -7.540
O -7.595 2.436 -4.323
O 3.504 -4.891 -2.989
O 0.113 2.312 5.764
O -5.851 0.277 -3.340
O 2.133 -6.854 -3.569
O -2.574 2.252 -0.339
N 2.675 2.161 -4.414
N 0.833 2.517 -5.467
N 1.916 -0.558 4.682
N -5.493 1.846 3.313
N 3.818 -1.871 9.413
N 2.681 0.051 -0.820
C 3.752 -2.107 10.841
C 1.751 1.466 0.919
C 1.612 -0.868 1.162
C 2.142 2.761 -5.473
C -4.808 0.810 -4.137
C -2.580 -1.345 3.945
C 1.681 1.516 -3.713
C 0.519 1.747 -4.370
C -5.036 4.340 2.738
C -1.769 1.416 0.392
C -0.050 3.078 -6.489
C 0.692 -0.682 3.886
C -7.842 1.656 -5.480
C -3.210 1.048 0.358
C 1.335 0.390 1.671
C 2.276 -0.951 -0.085
C 4.094 2.198 -4.053
C -1.286 2.014 1.702
C 4.373 -7.301 -2.519
C -7.790 1.730 -3.110
C 2.878 -1.171 8.756
C -1.312 1.297 4.084
C 4.937 -2.406 8.652
C 2.811 -1.706 4.531
C 3.812 6.408 -6.701
C -5.292 2.943 3.060
C -6.485 1.244 -2.520
C -0.908 0.888 2.691
C 2.446 1.292 -0.298
C 3.243 5.059 -7.171
C 0.020 1.832 4.677
C 0.761 -6.407 -3.680
C 0.557 0.540 2.925
C 0.636 -5.082 -4.402
C -1.126 2.131 -6.984
C 3.242 -4.495 1.608
H -4.579 0.079 -4.911
H -8.919 1.551 -5.649
H 2.434 -1.944 -0.489
H 2.678 3.354 -6.221
H 5.480 -1.596 8.165
H 4.247 1.608 -3.153
H -6.696 0.760 -1.560
H 1.071 -4.270 -3.821
H 3.066 7.198 -6.774
H -5.228 4.961 3.611
H 0.593 -1.638 3.355
H -1.859 1.900 -6.208
H 4.012 -8.263 -2.166
H 4.684 1.788 -4.868
H -5.811 2.087 -2.332
H -7.389 0.665 -5.406
H -0.499 3.989 -6.094
H 5.605 -2.942 9.320
H -3.909 0.976 -3.531
H 1.927 0.963 -2.821
H -1.372 0.002 2.262
H -1.656 2.595 -7.813
H -8.474 0.889 -3.259
H 1.579 2.476 1.251
H -0.415 -4.853 -4.575
H 4.674 6.676 -7.313
H 0.311 -6.366 -2.687
H 0.254 -7.191 -4.237
H 3.688 -3.665 1.072
H 1.243 -1.786 1.590
H -3.088 -0.937 3.073
H 4.629 -1.683 11.335
H 1.156 -5.116 -5.360
H 4.143 6.327 -5.664
H -0.484 2.696 1.442
H 5.148 -6.917 -1.859
H -3.294 -1.983 4.462
H -3.792 1.476 1.160
H 4.393 3.227 -3.871
H 2.297 -2.661 4.464
H 3.327 -5.406 1.029
H -1.689 -1.914 3.622
H 4.574 -3.082 7.878
H 4.747 -7.371 -3.537
H -0.695 1.190 -7.329
H -7.406 2.181 -6.329
H -4.263 -0.074 5.641
H 2.717 2.146 -0.896
H -3.682 0.703 -0.548
H 1.654 -0.485 5.655
H -8.256 2.425 -2.404
H -3.999 4.466 2.429
H 2.859 -1.642 11.253
H 2.069 -0.805 9.412
H 3.718 -3.178 11.046
H -1.089 0.750 -0.130
H -5.686 4.655 1.925
H -1.947 2.181 4.162
H 0.628 3.371 -7.292
H 3.499 -1.692 5.368
H -0.493 1.447 -4.173
H 3.425 -1.517 3.653
H -5.100 1.749 -4.611
H -2.142 2.597 2.033
H -0.145 -0.669 4.597
```

The value obtained for the HOMO energy is -6.52 eV. The HOMO-LUMO gap comes out at 1.688 eV.